{
  "formula": "C21H21F24N2O3",
  "method": "ωB97M-V with the def2-TZVPD basis set",
  "species": ["C", "C", "C", "C", "C", "N", "C", "N", "H", "H", "H", "H", "H", "H", "H", "H", "H", "C", "C", "C", "F", "F", "F", "F", "O", "C", "C", "F", "F", "F", "F", "H", "H", "H", "H", "C", "C", "C", "F", "F", "F", "F", "O", "C", "C", "F", "F", "F", "F", "H", "H", "H", "H", "C", "C", "C", "F", "F", "F", "F", "O", "C", "C", "F", "F", "F", "F", "H", "H", "H", "H"],
  "xyz": [[-1.38202, -2.46044, 2.74405], [-1.18916, -2.59710, 1.41343], [-0.14254, -3.51689, 0.75965], [1.18336, -2.80020, 0.61585], [2.36566, -3.37640, 0.84181], [3.34134, -2.39744, 0.65052], [2.73272, -1.29670, 0.28709], [1.43277, -1.48434, 0.25829], [-2.39710, -2.59934, 3.12354], [-0.62009, -2.16356, 3.46852], [-1.86565, -2.03334, 0.76328], [0.03218, -4.31918, 1.47545], [-0.51395, -3.92654, -0.18069], [2.55125, -4.40115, 1.11890], [4.33503, -2.53773, 0.76915], [3.22819, -0.36664, 0.04106], [0.70741, -0.81687, 0.01920], [0.10605, 4.03532, 1.05982], [-0.49938, 2.93304, 0.16448], [0.45586, 1.86920, -0.37434], [1.41303, 2.37378, -1.16580], [-0.22559, 0.95491, -1.12498], [-1.18698, 3.50996, -0.83833], [-1.40543, 2.25398, 0.92595], [0.38307, 5.29134, 0.45638], [1.59233, 5.50930, -0.18653], [1.40571, 5.79629, -1.67815], [0.80215, 4.75938, -2.29754], [2.61042, 5.97505, -2.26170], [2.44761, 4.48823, 0.03532], [2.14089, 6.59807, 0.38371], [-0.66758, 4.26308, 1.79182], [0.95317, 3.67192, 1.64259], [0.93231, 1.33266, 0.45420], [0.79853, 6.69137, -1.82533], [-6.01604, 0.63437, 4.46512], [-5.45962, -0.80507, 4.43115], [-4.38034, -1.16739, 5.45453], [-3.26378, -0.42828, 5.30307], [-4.01816, -2.46472, 5.28874], [-5.03305, -1.08783, 3.17816], [-6.51301, -1.63075, 4.67693], [-5.49682, 1.56529, 3.51742], [-4.34685, 2.28175, 3.79134], [-3.22868, 1.94729, 2.80416], [-2.90654, 0.63731, 2.85017], [-2.10706, 2.64277, 3.12019], [-3.96466, 2.11711, 5.07097], [-4.65486, 3.58797, 3.64583], [-7.06467, 0.54083, 4.18574], [-6.02375, 1.04702, 5.47375], [-4.75076, -1.04400, 6.47531], [-3.52498, 2.18861, 1.78358], [3.06581, -0.78393, -5.15619], [4.05061, -1.46722, -6.12616], [3.48380, -2.53676, -7.06347], [2.97016, -3.58188, -6.38271], [4.47379, -3.01890, -7.84447], [5.09307, -1.95987, -5.41994], [4.54996, -0.48259, -6.91938], [3.03771, -1.25735, -3.80406], [2.24440, -2.32527, -3.44684], [3.06663, -3.51153, -2.93619], [3.91459, -3.95413, -3.87233], [2.24033, -4.53430, -2.60985], [1.41732, -2.66574, -4.44119], [1.45180, -1.88936, -2.42124], [3.42103, 0.24124, -5.06218], [2.06392, -0.70234, -5.57589], [2.70814, -2.11915, -7.71152], [3.64501, -3.22628, -2.05323]],
  "forces_ev_per_angstrom": [[-0.19, 0.22, -0.19], [-0.18, -0.14, -0.15], [0.64, 2.28, 0.80], [-1.03, -0.90, -0.40], [1.00, -0.11, 0.24], [-0.21, -1.26, 0.13], [0.73, 1.88, -0.41], [-0.72, -0.90, 0.47], [-0.06, 1.72, -0.08], [0.31, -1.70, 0.13], [-0.80, -1.43, -0.10], [-0.01, -0.12, -0.33], [0.05, 0.17, 0.05], [0.29, 0.17, 0.03], [-0.06, 0.24, -0.06], [-0.06, -0.13, 0.05], [0.21, 0.03, -0.17], [0.00, 0.29, 0.63], [-0.25, 0.85, -0.20], [0.16, -0.30, -0.20], [0.02, 0.13, 0.04], [-0.12, -0.09, 0.24], [0.11, -0.22, -0.14], [0.53, -0.28, -0.59], [0.17, -0.54, -0.72], [-0.21, -0.08, 1.02], [-0.04, 0.23, -0.49], [0.00, -0.11, 0.17], [0.04, -0.01, 0.20], [0.02, -0.01, -0.27], [0.00, 0.07, -0.24], [-0.11, -0.03, -0.12], [0.10, -0.13, -0.21], [-0.06, 0.15, 0.15], [0.01, 0.02, 0.14], [-0.51, 0.33, 0.08], [-0.06, 0.36, -0.63], [0.09, -0.35, 0.38], [-0.03, 0.14, -0.14], [-0.14, 0.01, -0.12], [0.18, -0.05, 0.08], [0.07, 0.03, 0.30], [0.74, -0.42, 0.06], [-1.03, -0.05, 0.54], [0.29, -0.04, -0.32], [-0.08, -0.04, 0.12], [-0.39, 0.20, 0.69], [0.27, -0.02, -0.12], [0.23, -0.01, -0.19], [0.06, -0.10, -0.12], [0.28, -0.08, 0.04], [-0.08, 0.04, -0.04], [-0.16, 0.12, 0.09], [-0.23, 0.60, 0.06], [0.30, -0.02, 0.64], [0.03, -0.21, -0.58], [-0.03, 0.11, 0.24], [0.08, 0.17, 0.09], [-0.08, -0.16, -0.04], [-0.27, 0.00, -0.16], [0.18, -0.78, -0.09], [-0.16, 1.11, -0.86], [0.21, -0.41, 0.14], [-0.06, 0.14, -0.08], [-0.15, 0.18, 0.11], [0.00, -0.33, 0.17], [0.11, -0.26, 0.14], [0.14, -0.08, 0.05], [-0.01, -0.30, -0.04], [-0.01, 0.09, 0.07], [-0.07, 0.11, 0.01]],
  "mulliken_charge": [-0.758, -0.343, -0.607, 0.441, -0.982, 0.067, -0.489, 0.479, 0.282, 0.248, 0.523, 0.448, 0.306, 0.428, 0.226, 0.501, 0.281, -0.654, 0.788, 0.255, -0.303, -0.275, -0.279, -0.325, -0.403, 0.744, 0.193, -0.212, -0.250, -0.286, -0.288, 0.361, 0.396, 0.208, 0.246, -0.779, 0.905, 0.102, -0.198, -0.265, -0.240, -0.337, -0.384, 0.629, 0.305, -0.184, -0.277, -0.280, -0.296, 0.413, 0.339, 0.289, 0.272, -0.753, 0.873, 0.102, -0.220, -0.259, -0.270, -0.320, -0.369, 0.701, 0.476, -0.223, -0.264, -0.306, -0.191, 0.396, 0.330, 0.294, 0.023],
  "gap_ev": 8.719,
  "e_homo_ev": -11.57,
  "energy_ha": -3544.53399,
  "charge": 1
}